{"formula": "C25H38Cl2CoN2O3P", "method": "ωB97M-V with the def2-TZVPD basis set", "species": ["O", "C", "C", "C", "H", "C", "H", "C", "H", "C", "H", "C", "H", "H", "C", "C", "H", "H", "H", "C", "C", "H", "H", "H", "H", "Co", "Cl", "Cl", "H", "H", "C", "C", "N", "H", "C", "O", "H", "H", "H", "H", "H", "H", "C", "C", "N", "H", "C", "O", "H", "H", "H", "H", "C", "P", "C", "C", "C", "C", "C", "C", "C", "H", "H", "H", "H", "H", "H", "H", "H", "H", "H", "H"], "positions_angstrom": [[0.478, 1.582, -2.155], [-0.569, 1.592, -2.850], [-0.442, 1.975, -4.287], [0.724, 2.690, -4.646], [1.435, 2.982, -3.866], [1.054, 3.038, -5.952], [1.961, 3.596, -6.185], [0.230, 2.676, -7.011], [0.466, 2.971, -8.036], [-0.909, 1.936, -6.695], [-1.554, 1.635, -7.513], [-1.250, 1.565, -5.390], [-2.137, 0.954, -5.200], [-1.554, 0.941, -2.387], [-2.419, 2.929, -1.389], [-2.311, 1.425, -1.476], [-2.917, 3.182, -0.435], [-2.969, 3.334, -2.247], [-1.437, 3.465, -1.341], [-2.397, 0.611, -0.377], [-3.373, 0.743, 0.774], [-1.833, -0.321, -0.209], [-4.315, 1.217, 0.456], [-2.990, 1.326, 1.624], [-3.616, -0.257, 1.177], [1.466, 1.013, -0.531], [1.556, 3.227, 0.019], [0.383, -1.040, -1.314], [4.186, -0.467, -3.483], [5.233, 1.505, -2.088], [3.368, -0.272, -2.769], [4.570, 1.295, -1.246], [3.880, 0.018, -1.429], [2.702, -1.144, -2.702], [4.035, -1.025, -0.546], [3.512, -2.130, -0.672], [5.140, 1.246, -0.317], [4.674, -0.741, 0.308], [2.790, 0.600, -3.120], [3.831, 2.101, -1.153], [-1.555, -6.501, 0.835], [-0.141, -5.911, -1.083], [-2.251, -5.693, 0.571], [-0.786, -5.066, -1.331], [-1.536, -4.653, -0.153], [-2.694, -5.267, 1.471], [-1.617, -3.365, 0.223], [-2.183, -2.926, 1.233], [-0.178, -4.218, -1.672], [-1.081, -2.688, -0.489], [-3.036, -6.132, -0.062], [-1.463, -5.369, -2.137], [2.541, 0.936, 2.171], [0.936, 0.376, 1.515], [0.993, -1.398, 1.809], [-0.312, 1.033, 2.698], [-0.961, 0.171, 3.598], [-1.736, 0.694, 4.637], [-1.886, 2.080, 4.776], [-1.264, 2.939, 3.867], [-0.487, 2.423, 2.833], [3.347, 0.521, 1.549], [2.616, 0.567, 3.198], [2.584, 2.029, 2.121], [1.364, -1.554, 2.837], [-0.019, -1.823, 1.701], [1.659, -1.888, 1.077], [-0.855, -0.909, 3.507], [-2.208, 0.014, 5.345], [-2.474, 2.482, 5.606], [-1.375, 4.024, 3.977], [0.013, 3.103, 2.139]], "atomic_forces_ev_per_a": [[-3.5, 1.4, -2.6], [5.5, -1.9, -0.3], [0.7, 0.7, -1.9], [0.3, 0.3, 0.4], [-0.5, -0.1, -0.1], [0.0, 0.0, -0.3], [-0.1, -0.1, 0.4], [-0.3, -0.2, 0.7], [-0.1, -0.2, 0.3], [-0.3, -0.2, -0.2], [-0.1, -0.1, 0.1], [0.3, 0.4, 1.1], [0.2, 0.2, -0.1], [-0.3, 0.8, 0.2], [-0.5, 0.2, -0.1], [-0.7, -1.2, 3.9], [0.0, 0.0, -0.5], [-0.1, 0.2, 0.2], [-0.5, -0.8, -0.1], [-0.4, 0.1, -0.6], [-0.4, 0.5, 0.3], [-0.2, 0.3, -1.2], [0.2, -0.1, 0.1], [0.1, -0.1, -0.2], [0.2, 0.4, -0.3], [-0.9, -0.6, -0.3], [0.6, 1.2, 0.0], [0.2, -1.0, -0.6], [-0.1, 0.1, 0.3], [0.1, -0.1, 0.0], [-0.4, 0.1, 0.1], [-0.4, -0.3, 0.2], [0.3, -0.5, -0.1], [0.2, 0.4, -0.1], [-0.8, -0.4, -0.8], [1.1, 1.1, 0.2], [0.1, 0.1, -0.1], [-0.1, -0.1, 0.1], [0.1, -0.4, 0.1], [0.2, 0.0, 0.0], [-0.1, 0.2, 0.1], [0.1, 0.1, 0.0], [0.2, 0.0, -0.2], [-0.2, 0.6, 0.1], [-0.3, -0.9, 0.2], [0.1, 0.0, -0.1], [0.1, 1.4, 0.3], [0.3, -0.8, -0.9], [-0.1, -0.2, 0.0], [-0.2, -0.3, 0.5], [0.1, 0.1, 0.1], [0.0, 0.0, 0.0], [0.0, 0.0, 1.0], [-0.3, 0.4, -1.0], [-0.1, -0.6, 0.8], [0.6, -0.2, 0.7], [-0.1, 0.4, 0.1], [0.0, 0.3, -0.3], [0.0, -0.3, 0.0], [-0.1, -0.1, 0.0], [0.0, -0.1, 0.0], [-0.3, 0.1, 0.2], [0.5, 0.2, 0.1], [0.0, -0.3, 0.1], [-0.2, -0.3, -0.2], [0.4, 0.1, 0.0], [-0.3, 0.4, 0.3], [0.0, 0.3, 0.0], [0.0, 0.2, -0.1], [0.2, -0.1, -0.3], [0.0, -0.4, -0.1], [-0.1, -0.3, 0.1]], "charge": -1, "orbital_gap_ev": [5.345, 5.739], "spin_multiplicity": 4, "s_squared": 3.78, "lumo_energy_ev": [2.387, 2.491]}

***

{"formula": "CH7N2O", "method": "ωB97M-V with the def2-TZVPD basis set", "species": ["O", "H", "H", "H", "N", "C", "N", "H", "H", "H", "H"], "positions_angstrom": [[-1.945, 0.182, 0.340], [-0.521, 0.742, -0.776], [-2.440, 1.016, 0.318], [-2.288, -0.282, 1.119], [0.450, 0.367, -0.935], [1.076, -0.161, 0.256], [1.476, -1.331, 0.354], [0.270, -0.387, -1.621], [1.019, 1.091, -1.412], [0.985, 0.493, 1.146], [1.919, -1.730, 1.210]], "atomic_forces_ev_per_a": [[0.4, 0.5, 0.0], [0.1, -0.2, 1.0], [-0.3, -0.2, 0.1], [-0.1, -0.1, -0.2], [0.0, -0.4, -1.5], [-1.6, 0.2, -0.7], [0.4, 1.2, 1.7], [0.3, 0.0, -0.1], [0.1, 0.0, 0.1], [0.4, -0.2, 0.2], [0.2, -1.0, -0.6]], "charge": 2, "orbital_gap_ev": [9.267, 5.217], "spin_multiplicity": 2, "relative_energy_ev": 2.6554, "s_squared": 0.76, "lumo_energy_ev": [-11.638, -15.669]}

***

{"formula": "C56H42F6HfN5O6Sb", "method": "ωB97M-V with the def2-TZVPD basis set", "species": ["Hf", "C", "O", "C", "C", "C", "C", "C", "C", "C", "C", "C", "C", "C", "N", "C", "C", "C", "C", "C", "C", "C", "C", "C", "C", "O", "C", "C", "C", "C", "N", "C", "C", "C", "C", "C", "C", "O", "C", "C", "C", "C", "C", "C", "C", "N", "C", "C", "N", "C", "C", "C", "C", "O", "C", "C", "C", "H", "H", "H", "H", "H", "H", "H", "H", "H", "H", "H", "H", "H", "H", "H", "H", "H", "H", "H", "H", "H", "H", "H", "H", "H", "H", "H", "H", "H", "H", "H", "H", "H", "H", "H", "H", "O", "O", "F", "Sb", "F", "F", "F", "F", "F", "C", "C", "C", "C", "C", "C", "C", "C", "N", "H", "H", "H", "H", "H", "H"], "positions_angstrom": [[-0.383, 0.219, 0.052], [3.526, 0.410, 9.157], [4.143, 0.747, 7.921], [3.434, 0.815, 6.773], [2.150, 0.374, 6.594], [1.541, 0.531, 5.354], [2.226, 1.043, 4.247], [3.562, 1.458, 4.439], [4.156, 1.301, 5.683], [1.539, 1.064, 2.908], [1.990, -0.125, 2.096], [3.297, -0.673, 2.190], [3.476, -1.476, 1.095], [2.245, -1.530, 0.401], [1.339, -0.669, 1.061], [1.894, -2.318, -0.701], [0.492, -2.649, -0.975], [0.019, -3.875, -1.548], [-1.315, -3.854, -1.473], [-1.700, -2.626, -0.823], [-3.005, -2.276, -0.565], [-4.092, -3.260, -0.864], [-4.590, -3.406, -2.157], [-5.610, -4.290, -2.420], [-6.134, -5.077, -1.403], [-7.022, -5.998, -1.854], [-7.656, -6.836, -0.864], [-5.677, -4.913, -0.109], [-4.655, -4.010, 0.165], [-3.433, -1.075, -0.040], [-2.546, -0.031, 0.278], [-3.359, 0.998, 0.620], [-2.777, 2.274, 1.075], [-2.984, 3.450, 0.348], [-3.654, 3.419, -0.884], [-3.469, 4.429, -1.789], [-2.658, 5.525, -1.465], [-2.256, 6.395, -2.349], [-2.674, 6.342, -3.710], [-2.025, 5.606, -0.190], [-2.213, 4.607, 0.689], [-1.811, 2.104, 2.149], [-1.651, 2.794, 3.336], [-0.459, 2.369, 3.886], [0.083, 1.419, 2.976], [-0.782, 1.243, 1.958], [-4.687, 0.639, 0.558], [-4.744, -0.690, 0.177], [-0.551, -1.942, -0.514], [2.811, -2.949, -1.603], [2.427, -2.872, -2.981], [3.303, -3.234, -3.976], [4.568, -3.713, -3.645], [5.341, -4.059, -4.695], [6.760, -4.246, -4.532], [4.936, -3.895, -2.313], [4.068, -3.504, -1.329], [4.298, 0.373, 9.898], [3.007, -0.558, 9.101], [2.762, 1.143, 9.421], [1.524, 0.136, 7.443], [0.507, 0.212, 5.268], [4.071, 1.976, 3.640], [5.175, 1.628, 5.862], [4.023, -0.474, 2.941], [4.337, -2.015, 0.790], [0.710, -4.637, -1.877], [-2.006, -4.597, -1.799], [-4.228, -2.749, -2.965], [-6.016, -4.418, -3.412], [-8.224, -7.555, -1.456], [-8.326, -6.259, -0.236], [-6.925, -7.408, -0.258], [-6.114, -5.484, 0.698], [-4.350, -3.903, 1.190], [-4.150, 2.484, -1.124], [-3.839, 4.330, -2.780], [-2.337, 5.409, -4.165], [-2.254, 7.203, -4.199], [-3.772, 6.344, -3.802], [-1.381, 6.472, 0.059], [-1.670, 4.595, 1.630], [-2.315, 3.491, 3.786], [0.013, 2.730, 4.799], [-5.519, 1.275, 0.862], [-5.601, -1.325, 0.021], [1.463, -2.450, -3.249], [3.100, -3.146, -5.028], [7.129, -4.405, -5.554], [7.002, -5.109, -3.912], [7.158, -3.321, -4.144], [5.905, -4.321, -2.107], [4.348, -3.640, -0.286], [2.179, 2.124, 2.041], [2.133, 3.304, 2.566], [-0.951, 0.206, -2.094], [-1.140, 0.316, -4.120], [-0.828, -1.551, -3.990], [-2.949, -0.125, -3.722], [-1.222, 0.420, -5.972], [-1.558, 2.170, -3.899], [0.742, 0.790, -4.050], [0.303, 2.212, -0.773], [1.715, 2.798, -0.839], [1.999, 4.105, -0.490], [3.207, 4.671, -0.787], [4.178, 3.961, -1.442], [3.942, 2.631, -1.804], [2.725, 2.064, -1.471], [5.420, 4.607, -1.861], [6.401, 5.065, -2.261], [-0.118, 2.261, -1.752], [-0.286, 2.929, -0.193], [1.231, 4.687, 0.021], [3.375, 5.720, -0.564], [4.734, 2.078, -2.267], [2.507, 1.024, -1.747]], "atomic_forces_ev_per_a": [[-0.4, 0.4, -0.6], [-1.1, -0.3, -0.8], [0.2, 0.1, 0.2], [1.1, -0.4, 0.1], [-1.0, 0.7, 0.2], [0.2, -0.3, -0.4], [-0.1, -0.1, 1.1], [-0.7, -0.1, 0.5], [0.0, 0.5, -0.6], [0.0, -0.1, 0.0], [0.4, -0.6, -0.2], [-0.1, -0.1, -0.5], [-0.6, 0.3, 0.0], [-0.4, 0.0, -0.4], [-0.2, 0.1, 0.0], [-0.7, -0.1, 0.9], [-0.5, -0.1, 0.4], [2.2, 0.3, 0.0], [-1.4, 0.5, 0.5], [1.1, -1.4, -0.9], [-0.9, -0.6, -0.1], [0.2, -0.2, 0.3], [0.1, 0.7, -0.6], [0.2, 0.2, 0.0], [0.1, -0.3, -0.8], [-0.3, -0.3, 1.2], [0.4, -0.4, -0.7], [-0.2, -0.2, 0.4], [-0.3, 0.0, -0.5], [1.4, 0.5, 0.3], [-1.1, 0.0, -0.1], [1.2, 0.0, -0.1], [0.2, -0.7, 0.1], [0.3, 0.1, 1.4], [0.2, -0.2, -0.5], [-0.3, -0.3, 0.3], [0.9, -0.6, 0.1], [0.1, 0.9, 0.2], [-0.9, -0.8, -0.3], [0.0, 1.2, 0.0], [0.3, -0.4, 0.4], [-1.3, 0.8, -0.7], [0.3, 0.2, 0.1], [1.1, -0.8, -0.2], [0.1, 1.0, 1.2], [0.7, -1.2, -0.6], [-1.7, 0.4, 0.5], [-0.3, 0.4, -0.1], [0.2, 0.9, 0.0], [0.4, -0.1, -1.6], [0.2, 0.1, 0.3], [0.1, 0.0, 0.2], [0.3, -0.5, -0.5], [0.0, 0.0, 0.2], [-0.6, 0.0, -0.6], [0.3, 0.1, -0.5], [-0.2, 0.3, 1.2], [0.4, 0.0, 0.3], [0.3, 0.0, 0.0], [0.1, 0.2, 0.1], [0.1, -0.4, 0.0], [0.1, 0.1, -0.1], [0.3, -0.2, 0.0], [-0.1, 0.0, -0.1], [0.2, 0.2, 0.3], [0.6, -0.1, 0.1], [-0.4, -0.1, -0.2], [-0.2, -0.3, -0.1], [0.0, -0.4, 0.5], [0.0, 0.1, -0.1], [0.0, 0.1, 0.2], [0.0, 0.1, 0.2], [-0.2, 0.5, -0.3], [0.1, 0.0, 0.0], [0.3, 0.1, 0.2], [-0.2, 0.3, -0.4], [-0.4, -0.1, -0.5], [0.3, 0.1, 0.0], [0.2, 0.2, -0.1], [0.3, 0.3, 0.2], [-0.5, -0.7, -0.4], [-0.1, 0.1, -0.2], [-0.5, 0.4, 0.1], [-0.2, -0.2, -0.4], [0.3, -0.2, -0.2], [0.0, 0.2, 0.1], [0.1, -0.1, 0.0], [-0.4, 0.1, -0.1], [-0.1, 0.0, 0.4], [0.0, 0.1, 0.0], [0.4, 0.2, 0.3], [0.0, -0.1, 0.3], [0.0, -0.1, -0.3], [0.1, 0.2, -0.1], [-0.1, 0.1, 0.1], [0.0, -0.1, 0.2], [0.6, 0.6, 1.0], [0.4, 0.4, -0.3], [0.4, 0.3, -0.3], [-0.1, -0.2, 0.1], [0.1, -0.8, 0.0], [-1.4, -0.6, 0.0], [1.2, 0.4, 1.1], [-0.5, -0.8, -0.8], [-1.0, -0.1, 0.6], [0.1, 1.2, 0.2], [1.0, -0.2, -0.8], [-0.1, 0.3, 0.7], [-0.1, -0.6, -0.2], [0.0, -0.2, -0.1], [-0.6, -0.2, 0.3], [-0.2, 0.1, -0.9], [-0.2, 0.0, 0.2], [0.2, 0.0, -0.2], [0.1, -0.1, 0.1], [0.1, -0.3, -0.3], [0.2, 0.4, 0.0]], "charge": 1, "orbital_gap_ev": [5.308, 5.313], "spin_multiplicity": 2, "relative_energy_ev": 1.1745, "s_squared": 0.75, "lumo_energy_ev": [-5.094, -5.088]}

***

{"formula": "H16Na3O12S", "method": "ωB97M-V with the def2-TZVPD basis set", "species": ["Na", "Na", "Na", "S", "O", "O", "O", "O", "O", "H", "H", "O", "H", "H", "O", "H", "H", "O", "H", "H", "O", "H", "H", "O", "H", "H", "O", "H", "H", "O", "H", "H"], "positions_angstrom": [[9.451, -0.048, -7.944], [5.748, -0.515, -9.426], [10.605, -2.275, -11.596], [8.657, 0.560, -10.873], [9.851, 0.044, -11.547], [7.684, 1.116, -11.825], [8.042, -0.527, -10.079], [8.972, 1.646, -9.937], [6.362, -0.500, -13.263], [5.611, -0.706, -12.703], [6.972, 0.005, -12.692], [8.129, -3.146, -10.908], [7.219, -3.211, -11.205], [8.141, -2.374, -10.335], [7.663, 3.745, -10.476], [8.331, 3.077, -10.238], [6.846, 3.253, -10.581], [9.129, -0.076, -14.385], [9.423, 0.219, -13.524], [8.213, -0.332, -14.256], [7.687, 3.114, -13.438], [7.324, 3.808, -12.883], [7.728, 2.338, -12.861], [5.169, 2.053, -11.605], [4.806, 2.128, -12.491], [6.059, 1.720, -11.739], [10.567, 3.142, -8.608], [9.873, 2.631, -9.034], [10.604, 3.962, -9.106], [11.673, 1.713, -12.194], [11.024, 1.059, -11.896], [11.147, 2.452, -12.512]], "atomic_forces_ev_per_a": [[0.1, 0.7, -0.4], [0.1, 0.5, -0.5], [-0.5, 0.3, -0.5], [0.1, 2.5, -0.6], [-0.5, -1.5, 0.5], [0.7, -1.5, 0.9], [-1.0, -1.5, 1.6], [0.6, -2.0, 0.7], [0.0, -0.6, 0.0], [-0.3, 0.0, -0.2], [-0.4, 0.1, -0.3], [0.6, -0.3, 0.2], [0.0, -0.2, -0.4], [-0.2, 0.5, -0.1], [0.0, 0.5, 0.2], [-0.7, 0.6, -0.4], [-0.2, 0.1, 0.0], [0.2, -0.4, -0.2], [0.1, 0.3, 0.0], [-0.3, 0.0, -0.2], [-0.2, 0.0, -0.4], [0.2, 0.2, 0.1], [0.2, 0.8, -0.5], [-0.5, -0.3, 0.7], [-0.1, 0.1, -0.1], [0.3, 0.1, -0.3], [0.2, 0.0, 0.6], [0.3, 0.3, -0.1], [0.1, 0.2, 0.0], [0.3, 0.0, 0.0], [0.4, 0.6, -0.2], [0.0, 0.1, -0.1]], "charge": 1, "orbital_gap_ev": 6.785, "relative_energy_ev": 2.6122, "lumo_energy_ev": -5.419}

***

| no. | strongest force on any atom (eV/A) |
| --- | --- |
| 1 | 5.8 |
| 2 | 2.1 |
| 3 | 2.2 |
| 4 | 2.6 |